Molecular formula: C44H89F16O18P5Tl
Method: DFT, wB97M-V/def2-TZVPD

Positions of all 173 atoms, in Å:
Tl1 1.907 -0.321 -1.974
P1 3.144 -3.404 0.921
P2 2.588 -4.247 -3.465
P3 -0.873 -0.103 -0.546
P4 2.467 3.635 -3.517
P5 -3.517 0.708 2.692
F1 1.742 2.172 -0.421
F2 -5.798 0.777 -4.202
F3 7.980 3.064 3.240
F4 -3.185 1.403 -4.601
F5 5.750 4.786 1.883
F6 6.472 3.861 4.630
F7 6.133 2.840 1.339
F8 1.385 3.283 2.948
F9 -5.729 0.844 -2.120
F10 -4.200 2.799 -3.351
F11 -2.910 -3.140 -2.939
F12 -5.007 -3.190 -2.310
F13 0.911 3.989 0.268
F14 -4.230 -3.210 0.257
F15 2.234 1.459 2.328
F16 -2.739 -4.420 -0.639
O1 0.369 -0.189 0.383
O2 1.710 -4.157 1.175
O3 4.137 -4.693 0.815
O4 2.784 -2.811 -3.100
O5 -2.268 -0.050 0.157
O6 2.820 4.411 -2.123
O7 3.539 4.235 -4.591
O8 2.447 2.175 -3.364
O9 1.433 -5.013 -2.608
O10 -0.472 1.067 -1.523
O11 4.435 3.204 2.652
O12 2.062 -4.504 -4.970
O13 3.864 -5.287 -3.328
O14 3.085 -2.408 -0.228
O15 3.479 -2.823 2.436
O16 1.060 4.375 -3.931
O17 -0.539 -1.420 -1.372
O18 -4.634 -0.713 -3.309
C1 3.883 -4.549 -6.463
C2 4.812 3.608 -4.729
C3 -0.568 -4.076 1.856
C4 -1.215 5.035 -3.378
C5 0.757 0.205 5.013
C6 -0.610 -5.427 -3.693
C7 3.902 -1.236 4.081
C8 -6.167 0.784 1.883
C9 3.260 -1.420 2.703
C10 3.716 -6.688 -3.547
C11 -2.725 2.184 2.056
C12 -3.744 1.588 -3.416
C13 -7.190 0.450 0.798
C14 -3.592 5.098 -0.415
C15 2.640 6.436 -0.864
C16 -5.657 -0.502 7.509
C17 3.099 5.793 -2.152
C18 -2.716 4.268 0.524
C19 -5.239 0.678 6.579
C20 5.870 4.320 -3.835
C21 5.751 3.563 2.354
C22 6.034 -5.274 -0.539
C23 -3.207 -3.154 -0.604
C24 -2.493 -0.717 3.181
C25 -4.235 1.245 4.260
C26 3.392 3.553 1.783
C27 2.633 -3.898 -6.068
C28 -3.733 -2.732 -2.000
C29 -1.496 -0.487 4.327
C30 -0.237 0.326 3.904
C31 -4.904 0.066 1.608
C32 -4.981 0.639 -3.231
C33 -8.646 0.852 1.102
C34 -4.790 0.173 5.267
C35 5.089 -7.141 -4.097
C36 0.051 -4.522 -2.747
C37 0.523 -3.506 0.947
C38 -0.057 4.029 -3.105
C39 5.536 -4.430 0.612
C40 6.644 3.162 3.525
C41 -3.843 -1.185 -2.198
C42 2.068 2.736 2.010
C43 1.213 2.786 0.689
C44 -3.529 3.148 1.253
H1 -4.486 0.202 0.611
H2 -2.428 -2.498 -0.217
H3 -3.940 4.485 -1.247
H4 2.674 6.336 -2.997
H5 -2.243 4.921 1.259
H6 -3.187 -1.545 3.328
H7 5.746 -4.832 -1.493
H8 0.137 3.960 -2.034
H9 7.124 -5.314 -0.546
H10 2.882 -6.906 -4.214
H11 2.873 7.501 -0.861
H12 -4.372 3.474 1.862
H13 6.150 -4.686 1.476
H14 -7.200 -0.596 0.489
H15 -5.661 -0.169 8.547
H16 1.644 0.717 4.639
H17 -2.932 1.484 -2.697
H18 5.945 -6.988 -3.441
H19 3.750 3.211 0.812
H20 -1.161 -1.451 4.709
H21 2.178 -1.336 2.801
H22 0.380 0.727 5.892
H23 -1.419 5.105 -4.447
H24 -4.460 5.513 0.098
H25 5.855 5.410 -3.870
H26 1.907 -3.828 -6.878
H27 -3.393 1.738 4.747
H28 -0.428 -6.481 -3.484
H29 -2.876 -0.692 -2.290
H30 -4.993 -0.993 1.853
H31 6.878 4.016 -4.116
H32 -6.590 0.575 2.865
H33 5.398 -6.598 -4.991
H34 1.558 6.321 -0.791
H35 -2.947 5.872 -0.833
H36 -1.688 -5.274 -3.653
H37 3.423 -1.903 4.797
H38 -0.298 -5.243 -4.721
H39 -8.951 0.532 2.098
H40 0.155 -3.513 -0.079
H41 0.717 -2.456 1.167
H42 4.788 2.532 -4.556
H43 4.913 -1.638 4.013
H44 -4.291 -0.713 -1.323
H45 -6.062 1.867 1.813
H46 4.674 -4.357 -5.739
H47 4.172 5.963 -2.234
H48 -0.527 -5.164 1.808
H49 3.855 -0.167 4.289
H50 -4.967 -1.342 7.582
H51 -1.866 3.900 -0.050
H52 -9.293 0.420 0.339
H53 5.779 -3.388 0.409
H54 4.208 -4.138 -7.419
H55 -0.473 3.071 -3.417
H56 -2.079 4.688 -2.813
H57 -2.313 2.630 2.961
H58 5.709 4.012 -2.802
H59 5.257 -8.209 -4.234
H60 -6.926 1.029 -0.087
H61 -6.059 1.389 6.486
H62 -0.425 -4.495 -1.767
H63 -8.855 1.921 1.045
H64 -0.059 -3.534 -3.193
H65 -1.872 1.795 1.500
H66 5.107 3.787 -5.763
H67 3.310 4.639 1.829
H68 -0.906 5.990 -2.952
H69 0.246 -0.026 2.992
H70 0.951 -0.839 5.257
H71 -1.918 -0.978 2.292
H72 -1.983 0.093 5.111
H73 3.454 -0.706 1.904
H74 -4.040 2.548 0.500
H75 -4.033 -0.596 5.420
H76 -4.954 2.039 4.056
H77 -1.564 -3.729 1.583
H78 -0.459 1.382 3.750
H79 2.888 -2.846 -5.939
H80 3.842 -5.627 -6.619
H81 6.260 2.174 3.777
H82 5.618 -6.276 -0.439
H83 3.094 6.026 0.038
H84 -6.660 -0.845 7.254
H85 3.601 -7.208 -2.596
H86 -4.392 1.276 6.915
H87 -0.271 -3.837 2.878
H88 0.274 2.268 0.888
H89 -5.614 -0.339 4.770

Forces on atoms 1 to 6 (eV/Å):
1.20 -0.34 -0.58
-0.59 -0.06 -0.06
-0.40 -1.18 0.65
-2.45 0.41 0.02
0.09 2.19 0.00
-1.74 -1.38 0.38

## Properties
charge = +1
highest occupied orbital energy = -0.45207 Ha
gap between HOMO and LUMO = 4.5 eV

=====

Molecular formula: C4H5CrLiO3
Method: DFT, wB97M-V/def2-TZVPD

Positions of all 14 atoms, in Å:
Cr1 -0.630 -0.960 2.008
O1 0.446 0.308 0.673
O2 -1.253 -0.710 -0.094
O3 -0.117 0.619 -1.531
C1 1.841 0.741 0.358
C2 2.524 0.879 1.498
C3 -2.266 -1.065 -1.052
C4 -0.259 0.100 -0.449
Li1 1.619 1.604 -1.554
H1 2.186 0.472 2.459
H2 3.434 1.481 1.478
H3 -1.801 -1.619 -1.873
H4 -2.971 -1.693 -0.504
H5 -2.755 -0.156 -1.416

Forces on atoms 1 to 6 (eV/Å):
0.01 -0.31 0.91
-0.27 -1.04 -1.24
-0.30 -0.34 -0.05
0.12 -0.39 0.23
0.95 1.77 0.37
-0.30 -0.02 -0.39

## Properties
spin multiplicity = 6
charge = +1
expectation value of S² = 8.752
energy relative to the best compared isomer or geometry (same formula, charge and spin) = 0.0 kcal per mole
highest occupied orbital energy (alpha / beta) = -0.43824 / -0.45016 Ha
gap between HOMO and LUMO (alpha / beta) = 7.5 / 8.1 eV

=====

Molecular formula: C4H5P
Method: DFT, wB97M-V/def2-TZVPD

Positions of all 10 atoms, in Å:
P1 -1.831 0.076 -0.318
C1 -0.565 -0.840 0.469
C2 -0.410 0.733 0.558
C3 1.001 0.731 -0.153
C4 1.216 -0.528 -0.411
H1 1.571 1.612 -0.369
H2 -0.656 1.275 1.377
H3 -0.531 -1.391 1.472
H4 1.639 -1.337 -0.970
H5 -1.433 -0.331 -1.656

Forces on atoms 1 to 6 (eV/Å):
-1.30 -0.76 -1.35
4.19 -0.13 1.65
3.38 -1.86 -3.83
-2.04 1.08 1.22
-4.48 -2.09 1.48
0.41 0.33 -0.24

## Properties
charge = 0
energy relative to the best compared isomer or geometry (same formula, charge and spin) = 80.3 kcal per mole
highest occupied orbital energy = -0.32108 Ha
gap between HOMO and LUMO = 9.7 eV

=====

Molecular formula: C5H7N
Method: DFT, wB97M-V/def2-TZVPD

Positions of all 13 atoms, in Å:
N1 1.261 0.861 -0.131
C1 -0.179 0.957 -0.345
C2 -0.925 0.358 0.838
C3 0.601 -0.125 -1.001
C4 -0.484 -1.094 0.805
C5 0.309 -1.371 -0.231
H1 -0.745 -1.795 1.592
H2 0.770 -2.330 -0.444
H3 -2.015 0.464 0.769
H4 1.814 1.561 -0.606
H5 0.781 -0.133 -2.075
H6 -0.597 0.855 1.759
H7 -0.615 1.763 -0.934

Forces on atoms 1 to 6 (eV/Å):
0.30 0.13 0.12
-0.19 0.09 0.06
-0.01 -0.01 -0.02
-0.04 -0.18 -0.14
0.06 -0.08 -0.07
-0.09 0.03 0.18

## Properties
charge = 0
energy relative to the best compared isomer or geometry (same formula, charge and spin) = 38.3 kcal per mole
highest occupied orbital energy = -0.33534 Ha
gap between HOMO and LUMO = 10.3 eV

=====

Q: What is the charge in the second record?
A: +1

=====

Repeat the third record exactly.
Molecular formula: C4H5P
Method: DFT, wB97M-V/def2-TZVPD

Positions of all 10 atoms, in Å:
P1 -1.831 0.076 -0.318
C1 -0.565 -0.840 0.469
C2 -0.410 0.733 0.558
C3 1.001 0.731 -0.153
C4 1.216 -0.528 -0.411
H1 1.571 1.612 -0.369
H2 -0.656 1.275 1.377
H3 -0.531 -1.391 1.472
H4 1.639 -1.337 -0.970
H5 -1.433 -0.331 -1.656

Forces on atoms 1 to 6 (eV/Å):
-1.30 -0.76 -1.35
4.19 -0.13 1.65
3.38 -1.86 -3.83
-2.04 1.08 1.22
-4.48 -2.09 1.48
0.41 0.33 -0.24

## Properties
charge = 0
energy relative to the best compared isomer or geometry (same formula, charge and spin) = 80.3 kcal per mole
highest occupied orbital energy = -0.32108 Ha
gap between HOMO and LUMO = 9.7 eV